Formula: C20H30F4NO17PS
Source: the Open Molecules 2025 dataset
Level of theory: ωB97M-V/def2-TZVPD

Geometry as XYZ:
```
74
Properties=species:S:1:pos:R:3
H -1.936 6.950 2.014
H 0.109 -10.719 -1.910
H 3.066 1.714 -1.069
H -2.866 1.981 1.953
H 0.374 -8.382 -3.887
F -3.518 -0.175 0.905
O 6.587 -1.353 -1.252
H -4.099 7.122 5.873
H 3.623 0.434 0.224
O -0.606 -8.028 -2.115
C -0.602 -3.613 -2.506
O -1.452 -0.396 1.740
H 3.768 -2.136 -4.366
S 5.924 -1.678 -2.645
O 0.435 0.156 2.901
H 0.042 -5.604 -1.390
C -2.253 4.364 2.850
N 1.858 1.758 0.736
H 1.618 1.175 1.580
H 3.454 -1.597 -1.115
F -6.190 8.269 5.177
C -3.336 8.348 3.488
F 1.660 -10.370 -3.137
C -0.654 5.824 3.373
O 0.325 -7.392 -0.126
C 2.484 -1.397 -1.768
H -4.657 5.835 4.779
O -3.076 3.469 2.947
H 1.849 -2.406 -1.691
H 2.419 2.603 0.994
C -0.002 -1.538 -3.652
H 4.550 0.491 -2.288
C 4.629 -0.355 -3.092
H -1.035 -4.371 -0.383
C 0.321 -8.109 -1.113
C -2.809 1.171 2.687
H 0.810 -4.019 -0.639
O -0.764 -2.151 -2.541
O -4.550 8.891 3.784
O -3.194 7.099 4.028
C -1.218 6.123 2.026
O -0.763 -4.360 -3.634
O -1.550 1.209 3.329
O 5.330 -3.101 -2.511
O -0.571 -0.427 -4.200
C -5.335 7.810 4.235
P 2.975 -1.165 -3.599
H 0.955 -0.579 -0.282
O -1.608 4.932 3.914
H 1.621 -3.219 -4.140
H -3.621 1.292 3.409
H -3.166 -0.981 2.711
O 1.234 -9.093 -1.347
C -2.808 -0.180 2.056
C -0.164 -4.467 -1.159
O -1.870 4.925 1.669
H 2.579 0.072 -4.239
C -4.336 6.879 4.831
F -0.232 6.355 1.131
H 1.025 0.432 -1.878
H -1.043 -9.416 -3.594
H 5.066 0.168 -4.072
H 6.915 -1.751 -3.670
H 0.320 5.326 3.323
H -0.559 6.720 3.992
C -0.754 0.311 2.673
C 1.713 -0.123 -1.084
O -2.482 8.905 2.818
C 2.676 0.921 -0.267
H 1.370 -1.878 -5.442
C 0.663 -9.889 -2.361
H -5.897 7.388 3.395
C 1.418 -2.074 -4.265
C -0.186 -8.929 -3.121
```

Calculated values
* energy: -3252.62804 Eh
* net charge: 0
* Kohn-Sham gap: 9.18 eV
* LUMO energy: 0.00276 Eh
* SMILES: CC(=O)OC(=O)C[PH2](CCCN)C[SH](=O)=O.O=C1OC[C@@H](F)O1.O=C1OC[C@@H](F)O1.O=C1OC[C@@H](F)O1.O=C1OC[C@@H](F)O1
* highest occupied orbital energy: -9.1 eV


Formula: C25H43InN3O8Si
Source: the Open Molecules 2025 dataset
Level of theory: ωB97M-V/def2-TZVPD

Geometry as XYZ:
```
81
Properties=species:S:1:pos:R:3
H -5.118 -12.153 -1.984
H -11.371 -11.310 -2.964
H -12.027 -13.621 -2.607
C -10.780 -12.616 -1.257
O -9.623 -15.471 -6.917
H -11.675 -12.317 -7.137
H -14.687 -21.036 -4.446
C -11.802 -18.514 -4.276
C -7.500 -10.729 -4.082
C -9.040 -16.854 -1.107
H -8.317 -11.315 -4.701
C -11.617 -19.856 -4.650
H -9.894 -13.475 -7.031
H -9.871 -16.168 -0.901
C -12.301 -15.753 -7.304
H -5.858 -16.543 -2.467
H -9.305 -12.136 0.243
H -6.260 -17.582 -1.204
H -8.933 -17.494 -0.205
C -5.749 -16.979 -7.231
C -6.639 -11.828 -3.490
C -7.746 -16.096 -1.614
O -9.027 -13.673 -4.501
H -15.203 -18.599 -3.877
H -7.006 -17.780 -2.798
H -3.838 -16.718 -6.190
C -5.882 -12.671 -4.523
H -6.375 -14.609 -1.101
C -6.701 -17.052 -2.065
C -7.210 -15.150 -0.577
O -9.821 -13.493 -1.841
H -9.735 -19.663 -4.872
O -11.067 -16.327 -4.087
H -10.623 -13.229 0.810
H -10.075 -10.740 -2.064
H -6.935 -10.070 -4.711
C -10.415 -12.403 0.193
C -5.610 -11.256 -2.510
H -10.954 -11.583 0.742
H -5.456 -15.547 -4.342
H -5.388 -13.508 -3.921
Si -8.653 -13.675 -2.902
H -4.820 -10.715 -3.049
H -11.703 -10.702 -1.478
In -9.030 -15.673 -4.780
H -7.892 -14.413 -0.166
H -12.921 -13.136 -6.152
H -13.363 -15.674 -7.494
O -10.411 -20.337 -4.969
C -4.913 -16.656 -6.157
H -11.814 -16.429 -8.034
O -8.199 -15.304 -2.810
O -7.462 -12.538 -2.627
N -11.646 -14.405 -7.242
H -12.150 -16.247 -6.346
C -14.192 -18.957 -4.048
H -13.079 -12.982 -7.967
H -5.014 -12.220 -4.999
H -8.019 -10.189 -3.297
C -12.045 -13.454 -1.481
H -12.020 -14.410 -0.976
C -10.365 -14.440 -7.034
C -10.733 -17.552 -4.375
C -13.949 -20.266 -4.293
H -5.641 -17.575 -8.069
C -10.977 -11.270 -2.011
H -13.216 -17.024 -3.659
C -12.346 -13.130 -7.094
H -6.115 -10.613 -1.782
N -6.985 -16.590 -6.933
H -12.935 -12.899 -1.254
C -5.756 -16.090 -5.210
O -9.509 -17.760 -4.725
H -7.821 -16.711 -7.458
H -6.440 -13.155 -5.304
C -12.696 -20.691 -4.634
N -7.041 -16.142 -5.681
C -13.105 -18.035 -3.976
H -12.507 -21.740 -4.976
H -9.438 -17.568 -1.836
H -6.877 -15.682 0.295
```

Calculated values
* energy: -2224.26946 Eh
* net charge: +1
* Kohn-Sham gap: 8.87 eV
* LUMO energy: -0.08284 Eh
* highest occupied orbital energy: -11.1 eV
* ΔE to the lowest compared entry with this formula, charge and spin: 0.0 kcal/mol


Formula: C28H60NO13P
Source: the Open Molecules 2025 dataset
Level of theory: ωB97M-V/def2-TZVPD

Geometry as XYZ:
```
103
Properties=species:S:1:pos:R:3
H -2.179 -4.128 -4.308
H 5.644 4.644 2.579
H 4.331 2.550 2.028
C 1.975 -2.750 -2.172
H -0.186 9.991 0.270
C 2.987 -8.252 -1.876
H 0.987 6.804 0.107
O 3.206 4.930 1.786
O 1.662 -6.818 -3.333
C -0.699 -1.017 -2.902
C -2.660 7.491 2.554
C 2.448 3.310 4.730
O -2.941 3.900 -1.459
C 5.680 3.049 3.599
C 4.336 2.512 3.121
H -2.607 9.801 0.350
C -3.058 -6.636 -2.535
H 6.220 2.422 4.313
H 3.811 -8.250 -2.599
H 0.062 -7.186 -4.520
O -2.692 7.962 1.219
H 2.167 -9.269 -4.111
H -3.484 2.378 -2.680
C -2.011 9.193 1.037
C -3.006 -4.615 -3.780
C 2.178 -6.983 -2.024
H 2.279 -1.585 -3.943
H 0.391 -4.682 -1.012
N 6.216 4.135 3.259
P 2.252 2.146 6.131
H -1.481 0.710 0.323
H 0.842 6.425 1.834
H -5.881 -4.706 -0.892
O 1.190 -2.763 -0.989
H -2.129 4.401 1.757
H -4.283 -2.938 -4.119
H -1.938 9.730 1.989
H -1.026 4.164 0.393
H 2.535 -0.209 6.201
H -3.037 6.469 2.546
C 1.601 -1.601 -3.086
H -0.587 -1.086 -1.817
H 4.500 1.670 7.003
H -1.646 7.495 2.961
H -4.112 -4.531 -0.884
H -4.146 -6.550 -2.485
H 1.868 -3.696 -2.714
O 0.285 -1.768 -3.581
H 4.206 1.485 3.441
H -0.347 -6.402 -2.981
H -0.172 1.871 0.626
O 0.671 4.850 5.399
C 0.365 6.932 1.000
H 1.700 -0.649 -2.553
H -1.210 2.051 -0.812
H 1.503 -10.751 -3.388
H -4.076 4.184 0.252
C 0.073 -3.634 -1.046
H -1.665 -1.435 -3.182
H 2.828 -6.126 -1.820
C 3.795 2.501 7.080
H -0.612 6.474 0.825
H -0.521 -3.479 -1.948
C 3.229 3.369 3.641
O -5.108 -4.085 -2.658
C -2.016 3.908 0.787
C 0.291 -7.156 -3.456
H -3.307 8.097 3.198
H 1.363 -6.972 -1.291
C 2.848 4.594 2.866
H -0.545 -3.427 -0.174
H 1.819 0.297 4.675
O -2.111 2.510 1.007
C -3.086 4.425 -0.149
O 2.191 -9.413 -2.034
C -0.627 9.006 0.452
O -2.442 -5.376 -2.723
H -2.688 -7.039 -1.593
H 3.418 -8.280 -0.871
H -3.001 5.514 -0.212
H -0.679 0.037 -3.199
C -3.815 2.827 -1.744
H 3.520 2.632 8.126
H 4.294 3.410 6.740
O 0.231 8.302 1.329
C -3.952 -3.547 -3.273
C 1.567 4.523 4.692
C 2.293 -10.006 -3.314
C 2.621 0.513 5.386
H -3.795 2.068 -0.956
H 3.580 0.378 4.891
H -5.155 -3.087 -0.838
H 3.261 -10.505 -3.439
O 1.947 5.311 3.602
H -3.526 -5.267 -4.490
H -0.702 8.485 -0.510
C -5.049 -4.099 -1.245
H -4.845 3.181 -1.870
H -2.792 -7.327 -3.342
H -3.416 -2.895 -2.573
H 0.078 -8.134 -3.016
C -1.193 1.757 0.241
H 3.022 -2.648 -1.870
```

Calculated values
* energy: -2476.85200 Eh
* net charge: 0
* Kohn-Sham gap: 7.98 eV
* LUMO energy: -0.04084 Eh
* SMILES: [H]/N=C\CC1=C(P(C)C)C(=O)OC1=O.COCCOC.COCCOC.COCCOC.COCCOC.COCCOC
* highest occupied orbital energy: -9.1 eV


Formula: C3H4N3O3S
Source: the Open Molecules 2025 dataset
Level of theory: ωB97M-V/def2-TZVPD

Geometry as XYZ:
```
14
Properties=species:S:1:pos:R:3
C 0.189 0.042 0.141
C -2.166 -0.209 -0.084
N 0.238 -1.448 0.021
N -0.954 0.628 0.173
S 1.625 1.213 0.000
H -1.885 -1.117 -0.744
H -0.872 1.665 0.421
O 1.872 1.230 -1.391
N 2.086 -2.906 -0.231
O 2.710 0.782 0.855
C 1.314 -2.057 -0.077
O 1.003 2.437 0.467
H -2.882 0.447 -0.448
H -2.278 -0.707 0.897
```

Calculated values
* energy: -904.91840 Eh
* net charge: -1
* Kohn-Sham gap: 8.20 eV
* LUMO energy: 0.11675 Eh
* SMILES: CN/C(=N/C#N)S(=O)(=O)[O-]
* highest occupied orbital energy: -5.0 eV
* ΔE to the lowest compared entry with this formula, charge and spin: 17.8 kcal/mol


Formula: C33H88O33S11
Source: the Open Molecules 2025 dataset
Level of theory: ωB97M-V/def2-TZVPD

Geometry as XYZ:
```
165
Properties=species:S:1:pos:R:3
C -3.064 2.182 -4.356
H 0.305 4.120 5.773
H -2.436 3.878 -2.432
O 0.058 -2.299 0.602
H -0.943 -4.410 0.026
O -2.468 -6.054 1.738
H 6.414 2.964 0.951
O 3.275 0.485 -2.718
H -1.420 1.363 1.555
C 6.840 7.582 1.794
H 1.872 1.147 -4.926
O 4.772 1.506 -4.328
C 1.389 1.639 -0.460
H 0.657 2.408 -0.212
H -0.681 -1.352 3.311
O -5.557 -3.698 -3.131
H 2.526 4.306 1.479
H 1.486 -1.983 -1.881
O -4.706 -1.032 5.068
H -0.241 -3.786 3.482
O -4.887 0.926 1.710
C -2.593 -0.450 6.480
H 6.487 0.912 -6.235
C -2.807 4.011 1.804
H -4.116 5.587 1.146
O 2.096 2.128 5.035
H 5.359 -0.500 -4.466
C 6.645 -1.675 2.845
O -5.021 -2.991 -0.939
H -3.896 -7.315 -6.872
C -3.597 -7.591 -5.863
C 1.128 0.230 -0.006
O 5.588 2.356 3.342
H -0.764 -1.867 4.987
H -2.452 6.097 1.300
O 0.363 2.543 3.364
C 4.839 0.264 -5.044
C -2.332 -3.749 -3.934
O -3.465 1.883 3.473
H -3.966 -7.313 3.338
C 0.441 -2.271 -1.963
S -1.408 -4.457 -5.243
O -0.957 2.465 -2.863
H -3.714 -8.493 2.013
O -1.218 -6.727 3.680
S 5.807 6.285 1.180
O 5.137 0.123 2.390
H -3.178 -8.876 3.701
H 6.480 7.845 2.784
H -4.417 -1.168 -0.084
H 2.393 1.977 -0.211
H 5.283 2.067 -0.081
S 0.697 1.983 4.818
H 2.506 5.069 -1.027
H 2.690 2.762 -5.249
S -1.822 -7.282 2.531
H -3.256 -3.340 -4.328
H -1.710 -3.458 2.536
S 3.552 1.730 -3.366
H -3.449 -8.671 -5.834
C -2.374 -6.862 -5.358
H -0.220 2.822 6.844
H -3.585 1.448 -4.964
H 3.842 -0.164 -5.197
H -2.362 -6.923 -4.267
C -1.258 -3.404 3.528
H -4.434 -7.382 -5.194
O -7.200 -2.351 -1.842
H 5.845 -2.293 2.441
H 1.940 -0.370 -0.420
H -4.965 -3.668 1.588
H -2.276 -0.201 1.770
H 6.751 0.370 3.685
O -0.139 -0.167 -0.567
H -5.244 -0.397 -2.003
H 7.399 -1.479 2.082
C 4.020 6.490 -0.656
C 2.246 2.083 -4.527
H -3.392 -2.942 1.198
O -0.333 -5.214 -4.688
H -4.561 -2.086 2.240
H -3.017 4.189 2.860
O 5.195 5.628 2.281
O 0.053 0.724 4.881
H 4.940 1.065 -7.087
S -0.488 -1.705 -0.580
H 0.353 -3.350 -2.059
H -2.480 2.861 -4.970
H 3.480 7.292 -1.158
H 7.818 7.120 1.915
H -2.422 0.461 5.917
C -1.018 -5.482 -0.155
C 6.043 -0.403 3.395
H -0.538 5.213 -1.120
H 3.674 4.550 0.226
C 2.095 3.371 1.846
C 1.096 3.720 2.929
C -2.349 -6.023 0.315
H -1.928 -4.008 4.139
H -0.608 5.396 -2.839
C 5.504 0.460 -6.379
C -3.082 5.257 1.015
C -3.330 -8.107 2.953
H -4.032 -1.365 -2.764
H 1.421 1.600 -1.553
H 1.154 0.170 1.081
C -0.429 4.661 -2.056
H -6.042 -1.670 0.325
O -1.231 -3.486 -6.255
O -2.589 -1.434 4.064
H -2.469 0.728 0.294
S 4.978 1.688 2.234
H 0.322 4.358 2.494
O 3.599 1.930 1.951
H 5.654 -0.519 -6.837
H -5.494 -0.903 -3.747
H 1.631 2.807 1.038
O -1.876 -1.843 -0.832
O 4.747 7.151 0.401
S -3.427 -1.561 5.379
H -0.193 -5.915 0.412
H 6.711 1.230 0.668
C -4.448 -2.733 1.370
C -1.238 -1.972 4.012
O -1.079 -8.082 1.621
H -3.156 -5.384 -0.050
H 2.438 5.739 0.608
H -3.226 -0.319 7.354
O -1.233 0.346 -4.007
O -3.298 -2.891 5.893
H -2.541 -6.987 -0.167
C -2.343 0.813 1.374
O 6.573 5.513 0.249
H -1.694 -2.916 -3.624
H 4.714 6.108 -1.410
S -5.864 -2.653 -2.215
C 5.948 1.994 0.776
O -2.450 -5.501 -5.816
H -2.453 -4.396 -3.072
O -2.715 0.956 -2.104
H -0.823 -5.665 -1.213
H 7.143 -2.238 3.635
H -1.680 -0.943 6.803
S -1.967 1.312 -3.259
H 6.892 8.377 1.059
C -1.464 3.545 -2.062
O -3.694 2.986 1.304
O 3.810 2.908 -2.629
C 3.108 5.387 -0.181
H -1.174 3.204 5.348
H -1.780 3.645 1.737
H -1.443 -7.297 -5.719
H -3.031 5.038 -0.056
H 1.559 4.244 3.762
H -1.666 3.227 -1.035
H 5.457 -0.642 4.284
C -5.029 -2.038 0.162
H 2.915 2.777 2.249
H 1.477 2.604 -3.958
H -3.782 2.695 -3.723
H 0.008 -1.765 -2.829
S -3.706 1.609 2.103
H 0.561 4.220 -2.114
C -0.189 3.152 5.809
C -5.104 -1.155 -2.768
```

Calculated values
* energy: -8172.88456 Eh
* net charge: 0
* Kohn-Sham gap: 8.33 eV
* LUMO energy: -0.00447 Eh
* highest occupied orbital energy: -8.5 eV
* ΔE to the lowest compared entry with this formula, charge and spin: 74.9 kcal/mol